# 1
The following is a DFT calculation (ωB97M-V with the def2-TZVPD basis set) of a 2-piece molecular cluster, C2H8NO2 overall in a non-equilibrium geometry.

Structure (XYZ):
```
13
Properties=species:S:1:pos:R:3:nbo_charge:R:1
H -1.443 -0.025 -0.332 0.056
H 0.456 1.807 0.778 0.235
H 1.044 -0.524 1.175 0.350
H 0.102 -0.748 -2.745 0.463
H 2.130 1.465 0.060 0.150
H 0.588 1.540 -0.973 0.177
O 0.426 -1.525 -2.213 -1.033
C 0.933 1.159 -0.030 -0.448
H -1.070 -1.193 1.053 0.072
C -0.844 -0.083 0.716 0.116
N 0.537 -0.226 0.301 -0.708
H 0.614 -1.317 -1.221 0.520
O -1.266 0.791 1.711 -0.950
```

Properties
Orbital gap, eV: 6.94
Energy above the lowest of the compared OMol25 structures with the same formula, charge and spin, kJ/mol: 150.9
2S+1: 1
Total charge: -1



# 2
The following is a DFT calculation (ωB97M-V with the def2-TZVPD basis set) of an isolated ion of composition C6H15Cl2N2 and charge +1 in a non-equilibrium geometry.

Structure (XYZ):
```
25
Properties=species:S:1:pos:R:3:nbo_charge:R:1
C -3.769 -0.022 -0.382 -0.637
H 3.462 1.072 2.098 0.419
C -2.405 0.661 0.062 -0.374
H -3.847 -0.375 -1.457 0.211
C 2.735 0.243 0.452 0.239
Cl 3.063 1.532 -0.897 -0.076
H 1.040 -1.888 -1.405 0.448
H -1.468 -1.193 0.507 0.233
H -1.251 -0.431 -1.251 0.214
H -4.298 -0.778 0.213 0.231
H 0.449 1.300 -0.106 0.233
H -2.148 1.663 -0.343 0.205
H 1.028 -0.352 -2.014 0.459
H -4.411 0.751 -0.495 0.226
N 1.432 -0.963 -1.318 -0.691
C 1.313 -0.564 0.097 -0.080
C -1.152 -0.275 -0.161 -0.456
H -2.427 0.910 1.055 0.201
N 2.629 0.763 1.681 -0.834
H 2.416 -1.127 -1.474 0.461
C 0.107 0.423 0.376 -0.410
H 1.415 -1.275 0.867 0.245
H 0.177 0.555 1.523 0.225
Cl 4.017 -1.117 0.110 -0.093
H 1.893 0.486 2.262 0.404
```

Properties
Orbital gap, eV: 11.08
SMILES: CCCC[C@@H]([NH3+])C(N)(Cl)Cl
Energy above the lowest of the compared OMol25 structures with the same formula, charge and spin, kJ/mol: 233.8
2S+1: 1
Total charge: +1



# 3
The following is a DFT calculation (ωB97M-V with the def2-TZVPD basis set) of an isolated molecule of C3H2Cl2F2O in a non-equilibrium geometry.

Structure (XYZ):
```
10
Properties=species:S:1:pos:R:3:nbo_charge:R:1
Cl -0.016 0.132 -2.128 -0.006
H -1.603 -0.750 -0.162 0.169
C -1.102 0.223 0.289 0.529
F -1.959 1.309 0.046 -0.343
O 0.929 -1.806 0.716 -0.474
F -0.954 0.141 1.577 -0.301
C 0.218 0.365 -0.321 -0.204
Cl 1.133 1.777 0.057 0.084
C 1.170 -0.790 0.070 0.403
H 2.183 -0.600 -0.145 0.144
```

Properties
Orbital gap, eV: 10.78
SMILES: O=CC(Cl)(Cl)C(F)F
Energy above the lowest of the compared OMol25 structures with the same formula, charge and spin, kJ/mol: 0.0
2S+1: 1



# 4
The following is a DFT calculation (ωB97M-V with the def2-TZVPD basis set) of C34H51BaClN5O4 as an isolated structure in a non-equilibrium geometry.

Structure (XYZ):
```
96
Properties=species:S:1:pos:R:3:lowdin_charge:R:1
H -3.998 2.156 -1.510 0.103
H -6.320 2.037 3.166 0.064
H -3.063 1.099 -2.542 0.115
H 2.321 3.425 0.123 0.073
C -3.103 2.110 -2.127 -0.076
H 4.346 0.311 -1.450 0.074
C 1.370 -3.810 1.123 -0.169
O -1.042 -3.307 -3.344 -0.288
H 1.226 3.212 2.349 0.077
H 3.424 -2.483 0.182 0.074
N 1.689 -5.672 -0.967 -0.083
H 5.505 0.646 -0.182 0.076
H -3.297 5.296 -3.472 0.113
C -3.691 1.851 1.010 -0.014
N 2.018 -5.103 1.373 -0.078
C -0.650 2.194 -2.271 -0.132
C 3.237 -0.501 1.706 -0.279
O -1.215 -2.287 -1.197 -0.545
C 1.755 1.234 1.644 -0.375
C 1.049 -4.374 -1.166 -0.191
H -0.757 5.351 -3.665 0.114
H 1.958 -7.040 0.592 0.120
H -6.449 2.247 1.419 0.074
N 3.711 -4.520 -0.280 -0.074
N 1.575 -3.339 -0.254 -0.132
C -3.201 3.141 -3.257 -0.286
C 2.727 2.539 -0.372 -0.057
H 3.184 -2.915 -1.519 0.137
N -1.594 1.324 -0.257 -0.123
H -0.836 3.920 -0.224 0.117
H -1.262 -0.418 1.672 0.037
C -1.893 4.793 -1.902 -0.290
C 2.143 0.097 2.373 -0.295
H 0.164 1.935 2.925 0.065
C 3.125 -5.506 -1.184 -0.182
C 1.543 -0.425 3.643 -0.057
H 4.807 -2.003 1.630 0.073
H -4.835 0.336 3.827 0.095
H -2.526 -2.207 3.276 0.076
C 3.451 -4.958 1.092 -0.171
C -0.705 4.621 -2.850 -0.124
H 0.018 2.495 1.287 0.042
H -4.132 2.980 -3.812 0.134
C -1.782 3.782 -0.757 -0.080
H -4.053 4.685 -2.001 0.117
H 0.994 -1.368 3.520 0.062
O -1.794 -1.061 -3.134 -0.309
H -4.005 2.651 0.358 0.081
H 4.546 -1.299 3.209 0.083
H -5.564 3.423 2.379 0.074
H 0.229 4.802 -2.308 0.116
C 4.623 0.040 -0.428 -0.062
C 1.476 -6.073 0.422 -0.181
C -2.997 -0.152 2.800 -0.297
Cl -0.936 -2.082 -2.643 0.635
C -4.514 1.559 2.088 -0.296
H -3.299 -1.320 4.585 0.067
H 1.767 -3.061 1.810 0.098
H 3.778 2.751 -0.593 0.072
H 3.936 -5.925 1.251 0.122
C -2.481 1.152 0.751 -0.312
C 4.028 -1.623 2.297 -0.075
H 0.841 0.284 4.084 0.063
H -2.575 3.956 -0.031 0.106
C 0.748 2.266 2.065 -0.057
O 0.473 -1.574 -2.691 -0.560
C 3.498 0.245 0.539 -0.302
H 0.282 2.334 -1.716 0.081
H 3.621 -6.468 -1.029 0.120
H -1.887 5.808 -1.490 0.134
H 3.415 -2.473 2.608 0.046
H 3.879 -4.234 1.783 0.100
H -1.604 -1.024 4.195 0.064
H -2.016 1.973 -4.633 0.120
C 3.023 -3.240 -0.487 -0.170
H 0.402 -6.182 0.596 0.126
Ba 0.395 -0.448 -0.364 2.002
H 4.967 -0.996 -0.462 0.056
C -2.188 0.153 1.729 -0.053
H 2.234 2.494 -1.351 0.050
H -2.076 3.694 -5.030 0.115
C -3.195 4.556 -2.670 -0.124
C -5.779 2.357 2.274 -0.066
C -1.827 2.331 -1.287 -0.474
C -2.010 2.979 -4.201 -0.122
H -0.670 1.181 -2.685 0.087
C -2.587 -1.231 3.765 -0.055
C -0.716 3.202 -3.419 -0.282
H 0.296 -3.916 1.297 0.133
C 2.582 1.322 0.497 -0.392
H 3.289 -5.188 -2.217 0.126
C -4.186 0.556 2.987 -0.058
H 2.309 -0.625 4.400 0.072
H -0.023 -4.472 -0.999 0.115
H 1.213 -4.046 -2.191 0.113
H 0.146 3.061 -4.079 0.138
```

Properties
Orbital gap, eV: 6.14
Energy above the lowest of the compared OMol25 structures with the same formula, charge and spin, kJ/mol: 257.4
2S+1: 1
Total charge: -1



# 5
The following is a DFT calculation (ωB97M-V with the def2-TZVPD basis set) of C9H25FIrN2OSSb as an isolated structure.

Structure (XYZ):
```
41
Properties=species:S:1:pos:R:3:lowdin_spin:R:1
H -1.579 -1.111 2.391 0.002
S 1.813 -1.222 0.068 0.694
H 1.414 -1.799 2.761 0.007
C -1.459 1.296 -2.782 0.010
C 2.874 3.773 0.299 0.097
O -1.354 1.690 -1.364 0.135
H 0.140 -2.729 3.495 0.004
H 1.363 -3.315 -1.537 0.005
H -0.482 1.479 -3.223 0.002
C 0.369 -2.087 2.645 0.018
C 0.853 -2.725 0.298 0.070
H 0.684 -5.499 -1.408 0.001
Sb 0.839 3.424 -0.135 0.437
H -2.243 1.617 -0.983 0.003
H -1.302 3.282 1.531 0.002
H 0.294 -5.327 0.286 0.001
H -1.728 0.245 -2.845 0.000
H -0.361 -3.740 1.509 0.001
C -0.550 -0.887 2.664 0.104
H 3.459 3.706 -0.614 -0.001
H -2.205 1.926 -3.259 0.002
H -0.509 4.866 1.596 0.019
C 0.237 4.611 -1.758 0.048
H -0.643 4.188 -2.229 0.001
H -1.814 -5.692 -0.956 0.000
H -0.193 -0.092 1.923 0.039
C 0.143 -4.878 -0.698 0.006
H -1.435 -4.401 -2.097 0.000
H 1.069 4.692 -2.454 0.000
H 0.002 5.588 -1.327 0.011
H -0.507 -0.359 3.617 0.006
H 3.235 3.082 1.056 -0.001
N 0.231 -2.920 1.441 0.009
Ir 0.159 0.394 0.019 2.739
N 0.860 -3.569 -0.696 0.043
H -1.840 -4.017 -0.414 0.000
F -1.274 -0.832 -0.490 0.363
H 2.881 4.797 0.686 0.020
C -1.323 -4.726 -1.064 0.002
C -0.340 3.786 1.584 0.101
H 0.224 3.486 2.464 0.000
```

Properties
Orbital gap (spin up / spin down), eV: 8.08 / 5.99
<S²>: 8.769
2S+1: 6
Total charge: +3



# 6
The following is a DFT calculation (ωB97M-V with the def2-TZVPD basis set) of a 2-piece molecular cluster, C5H12N overall in a non-equilibrium geometry.

Structure (XYZ):
```
18
Properties=species:S:1:pos:R:3:lowdin_spin:R:1
H -0.640 -2.774 -0.610 0.002
C -1.297 -1.904 -0.939 0.071
H -0.153 -1.148 1.882 0.030
H 2.555 4.387 1.204 -0.029
H 3.642 3.217 1.696 -0.026
C -0.365 -0.626 0.991 0.391
H 0.026 -1.768 -2.666 0.004
C -0.499 -1.142 -2.008 0.105
H 0.167 -0.509 -1.340 0.042
H -2.242 -2.373 -1.413 0.007
H 2.070 2.827 1.249 -0.033
C 0.317 0.416 0.491 1.138
H -2.079 -0.084 -0.100 0.022
H -2.347 -1.555 0.969 0.002
N 2.664 3.512 1.660 -0.914
H 0.926 0.992 1.229 0.079
H -1.138 -0.461 -2.562 0.005
C -1.606 -1.007 0.267 0.103
```

Properties
Orbital gap (spin up / spin down), eV: 4.74 / 6.61
<S²>: 1.761
Energy above the lowest of the compared OMol25 structures with the same formula, charge and spin, kJ/mol: 644.1
2S+1: 2
Total charge: +2



# 7
The following is a DFT calculation (ωB97M-V with the def2-TZVPD basis set) of an isolated molecule of C6H6O2 in a non-equilibrium geometry.

Structure (XYZ):
```
14
Properties=species:S:1:pos:R:3:nbo_charge:R:1
C 0.425 -0.965 0.549 0.078
C -1.921 -0.413 -0.390 0.451
H 1.995 1.786 -0.662 0.224
H 2.652 -0.698 0.133 0.211
O 0.770 -1.242 -0.740 -0.479
C 1.261 1.056 -0.316 -0.218
H -0.523 2.209 -0.254 0.224
C -0.747 0.031 0.510 -0.397
C -0.044 1.248 -0.062 -0.150
H -1.234 0.233 1.455 0.241
O -3.072 -0.060 -0.192 -0.517
H -1.707 -1.069 -1.249 0.135
C 1.648 -0.351 -0.036 0.002
H 0.497 -1.765 1.255 0.195
```

Properties
Orbital gap, eV: 10.39
SMILES: O=C[C@@H]1C=C[C@@H]2O[C@H]12
Energy above the lowest of the compared OMol25 structures with the same formula, charge and spin, kJ/mol: 162.9
2S+1: 1



# 8
The following is a DFT calculation (ωB97M-V with the def2-TZVPD basis set) of C6H3Cl2CoNO3PrS as an isolated structure in a non-equilibrium geometry.

Structure (XYZ):
```
18
Properties=species:S:1:pos:R:3:lowdin_spin:R:1
Cl -0.091 2.283 -0.698 -0.049
Pr -4.289 2.694 -4.211 2.974
Cl -6.115 1.008 -3.870 0.883
O -6.523 3.353 -6.893 0.042
S -2.941 -2.230 2.196 0.008
C -1.100 -0.508 2.659 0.319
C -2.103 -1.629 0.846 0.285
C -2.052 -1.244 3.320 0.330
C -5.936 3.035 -5.942 0.067
C 1.313 -0.395 -0.022 -0.017
C -3.903 4.322 -6.118 0.018
H -2.265 -1.247 4.384 0.008
H -2.208 -1.972 -0.186 0.008
N -1.176 -0.694 1.248 0.020
O 2.255 -1.069 -0.231 -0.006
Co -0.269 0.363 0.149 1.084
H -0.335 0.123 3.097 0.008
O -3.985 4.968 -7.071 0.016
```

Properties
Orbital gap (spin up / spin down), eV: 6.00 / 4.53
<S²>: 12.245
Energy above the lowest of the compared OMol25 structures with the same formula, charge and spin, kJ/mol: 368.1
2S+1: 7
Total charge: +4